This record from the Open Molecules 2025 dataset describes a cluster of 8 separate species, C30H45N3O5 in total in a non-equilibrium geometry. The level of theory is wB97M-V/def2-TZVPD.

Structure (ORCA input):
```
! RIJCOSX wB97M-V def2-TZVPD def2/J DEFGRID3
* xyz 0 1
C 0.46238 -0.30860 -5.50923
H -2.53597 -2.75255 4.51600
C 2.79713 1.28938 -0.99094
H 3.68020 1.89011 -1.21469
H -4.06782 -2.66909 3.64024
H 0.31681 -2.65874 0.38578
C -0.66070 6.64032 2.42125
H 2.23472 2.13184 2.93615
O -0.65609 2.37493 -0.63546
C 1.29881 -4.47184 1.08302
H -0.42668 7.64573 2.09651
H 4.74782 -1.46965 -1.19333
C -0.51668 1.22342 -0.28325
H 0.72612 -2.77626 -7.78264
H 2.46141 -4.91740 -0.65151
H -1.72453 -0.24855 -1.26709
H -7.31193 -2.64389 -1.40953
H 3.12488 -1.77091 -1.78803
C -4.04456 -1.48070 -2.92327
H 2.10101 1.21960 -1.82600
H -2.22411 7.21208 3.77508
C -2.70652 -1.13890 3.06491
N -4.01183 -2.19970 -1.78925
H 0.31262 -0.17570 1.01524
C -3.44775 -0.63565 1.88462
H 6.02125 2.72731 3.84302
C 3.31892 2.06516 2.97065
H 2.23857 1.71488 -0.15796
C 0.12608 -1.13172 -6.57251
C -2.98242 -2.53713 3.55456
H -0.56905 0.45325 -2.30317
H -3.46254 0.45619 1.90414
C -0.67913 0.08891 -1.27999
H 0.44625 -2.82339 2.10054
C -5.18586 -2.61776 -1.30274
H -1.01492 0.73360 1.77089
C -6.39944 -2.27514 -1.86309
C 1.00268 -2.98041 1.17622
C 3.27794 -0.07009 -0.52551
H -0.06279 -0.78708 -1.08997
H 4.09997 -0.46736 -2.49798
H -0.22803 0.39943 -5.06987
C 5.33537 2.33404 4.59195
H 3.63689 1.04420 2.75725
C -0.14629 0.80417 1.11688
N 0.02692 5.66846 1.83406
C 2.60945 -1.06834 -5.53125
O 0.54616 -5.25476 1.61056
C -5.23103 -1.05941 -3.50570
H -0.90331 -1.06420 -6.90372
O 3.24755 3.37072 4.94450
N 1.70391 -0.25130 -5.00025
C 2.60278 -4.84702 0.43602
H -3.10286 -1.14862 -3.33781
O -1.78099 -0.50460 3.55152
H 3.25978 -3.97646 0.48209
O 2.96575 -0.49348 0.56633
C -1.14885 4.06781 3.16308
H 1.89917 -2.36656 1.14333
H 5.51045 1.27422 4.77501
H -2.50324 4.86527 4.63482
H 3.06228 -5.76574 0.78254
H 3.01334 -2.84096 -6.70930
H -2.68103 -3.18257 2.72342
C -0.26497 4.40378 2.15227
H 0.36304 3.63157 1.73588
C -1.85437 5.09445 3.80083
H -5.19586 -0.35022 -4.32440
C -1.61849 6.39463 3.40227
H -4.47659 -0.96225 1.73865
H -7.42072 -1.21989 -3.37040
H 3.70732 2.66702 2.14082
H -2.89791 -0.91800 0.98012
H -5.13039 -3.15566 -0.36482
H 3.60398 -1.01100 -5.10474
H 5.48593 2.86370 5.53288
H -1.24461 3.10333 3.64694
C 3.89233 2.62992 4.24070
C 2.29809 -2.06985 -6.46050
C -6.44205 -1.47081 -2.98500
C 1.02248 -2.08938 -7.00116
H 0.52797 1.57749 1.47557
C 3.84635 -0.98160 -1.57302
*
```

Calculated values
Calculated total energy in eV: -46545.97104
Lowest unoccupied orbital energy in eV: 0.43
SMILES: c1ccncc1.c1ccncc1.c1ccncc1.CC(C)=O.CC(C)=O.CC(C)=O.CC(C)=O.CC(C)=O
HOMO-LUMO gap in eV: 9.474